15
Properties=species:S:1:pos:R:3:forces:R:3:nbo_charge:R:1 method="wB97M-V/def2-TZVPD" relative_energy_kcal_mol=7.0 charge=0 homo_energy_ev=-9.7111 smiles="NCC1=NCC(=O)N1" lumo_ev=0.584
C 1.73445 0.40143 0.00185 0.41 0.44 0.15 -0.28
C 0.22448 0.41990 0.04395 -0.43 0.28 -0.68 0.41
C -1.89010 1.06844 -0.00876 0.29 -0.94 -0.01 -0.36
C -1.87169 -0.48954 0.02567 -0.10 0.69 -0.15 0.67
H 1.90652 -1.51499 -0.76090 0.21 0.27 -0.27 0.35
H 2.15194 -1.45634 0.83036 0.32 0.77 -0.71 0.36
H 2.08969 1.05236 -0.84209 -0.44 -0.81 0.57 0.23
H 2.12071 0.92194 0.90176 -0.30 -0.33 -0.38 0.23
H -2.40280 1.36079 -0.92724 -0.01 0.20 0.11 0.23
H -2.42527 1.46174 0.85687 0.00 0.06 -0.11 0.24
H -0.19776 -1.71013 -0.09123 0.32 -0.30 0.12 0.42
N 2.33111 -0.92905 -0.04857 -0.27 -0.73 0.80 -0.81
N -0.47948 1.48473 -0.01993 -0.22 -0.50 0.32 -0.45
N -0.52029 -0.77754 0.05329 -0.03 0.58 0.18 -0.66
O -2.77152 -1.29373 -0.01504 0.25 0.31 0.07 -0.57